2 unconnected molecules or ions with the total composition C5H13NOS at a distorted geometry. Source: the Open Molecules 2025 dataset; level of theory: ωB97M-V with the def2-TZVPD basis set.

Geometry as XYZ:
```
21
Properties=species:S:1:pos:R:3
C -0.78 -1.35 -0.87
C -0.73 -0.40 1.59
C -2.08 0.64 -0.19
C 0.32 0.78 -0.41
C -0.80 -0.14 0.05
N 3.80 0.01 -0.42
O 0.36 2.00 0.15
S 2.39 -0.40 0.29
H 0.09 -2.00 -0.74
H -1.65 -2.16 -0.75
H -0.59 -1.07 -1.94
H -1.35 0.34 2.00
H -1.14 -1.27 1.77
H 0.34 -0.35 1.91
H -2.01 1.15 -1.25
H -2.32 1.41 0.48
H -3.09 0.15 -0.03
H 0.64 0.74 -1.49
H 4.42 0.82 -0.23
H 4.22 -0.77 -0.93
H -0.03 1.88 1.01
```

relative energy (zero: lowest compared OMol25 entry of this formula, charge and spin)	82.1	kcal/mol
energy	-726.37025	a.u.
charge	0
Kohn-Sham gap (alpha / beta)	7.827 / 7.825	eV
2S+1	1

So, what does the Mulliken scheme give us? The charges, in e, come out as:
1 C -1.46
2 C -1.81
3 C -1.48
4 C -0.53
5 C 1.46
6 N -0.39
7 O -0.47
8 S -0.15
9 H 0.38
10 H 0.31
11 H 0.34
12 H 0.51
13 H 0.59
14 H 0.28
15 H 0.29
16 H 0.45
17 H 0.37
18 H 0.49
19 H 0.20
20 H 0.23
21 H 0.39

***

8 unconnected molecules or ions with the total composition C19H48O14S5 at a distorted geometry. Source: the Open Molecules 2025 dataset; level of theory: ωB97M-V with the def2-TZVPD basis set.

Geometry as XYZ:
```
86
Properties=species:S:1:pos:R:3
C 1.33 1.16 -2.34
S 2.15 2.74 -2.67
O 3.64 2.53 -2.65
C 1.86 2.69 -4.50
H 1.72 0.38 -2.98
H 0.28 1.36 -2.59
H 1.55 0.92 -1.30
H 2.62 3.35 -4.91
H 0.86 3.01 -4.78
H 2.10 1.67 -4.79
C 4.98 -0.66 -1.85
S 3.68 -1.44 -2.95
O 4.25 -1.56 -4.38
C 3.72 -3.18 -2.40
H 4.97 -1.08 -0.85
H 4.71 0.39 -1.87
H 5.97 -0.89 -2.24
H 3.69 -3.21 -1.31
H 4.64 -3.63 -2.78
H 2.91 -3.77 -2.81
C -2.33 2.88 3.62
S -0.84 3.74 3.03
O -0.37 4.60 4.22
C 0.28 2.34 3.04
H -1.97 2.21 4.40
H -2.73 2.29 2.79
H -2.99 3.66 4.00
H 1.18 2.81 2.64
H -0.11 1.54 2.40
H 0.49 2.04 4.06
C 1.27 -3.46 6.02
S 0.53 -2.39 4.78
O -0.99 -2.45 4.96
C 1.10 -0.86 5.57
H 1.42 -4.45 5.57
H 0.64 -3.80 6.84
H 2.17 -2.99 6.41
H 0.73 -0.66 6.58
H 0.89 0.00 4.94
H 2.18 -0.91 5.71
C -0.87 -2.34 1.51
S -0.70 -1.38 -0.07
O -0.37 0.05 0.25
C 0.64 -2.26 -1.00
H -1.72 -3.02 1.41
H -1.13 -1.64 2.30
H 0.02 -2.88 1.83
H 1.55 -2.30 -0.39
H 0.93 -1.71 -1.89
H 0.22 -3.23 -1.26
C -0.81 3.53 -0.50
O -1.12 3.60 -1.86
C -1.36 4.77 -2.53
O -1.20 5.89 -2.07
O -1.71 4.41 -3.80
C -2.18 5.42 -4.61
H -0.91 2.49 -0.19
H -1.51 4.15 0.06
H 0.21 3.89 -0.32
H -3.18 5.72 -4.31
H -2.07 5.04 -5.62
H -1.55 6.31 -4.51
C -5.75 3.89 -3.76
O -5.00 3.41 -2.69
C -4.41 2.26 -2.63
O -4.41 1.42 -3.53
O -3.87 2.13 -1.36
C -3.17 0.95 -1.02
H -6.57 4.50 -3.40
H -6.22 3.11 -4.35
H -5.16 4.46 -4.48
H -3.89 0.18 -0.72
H -2.53 0.98 -0.14
H -2.53 0.60 -1.82
C -0.82 -5.70 3.57
O 0.45 -5.41 3.06
C 0.73 -5.59 1.78
O -0.07 -5.61 0.87
O 2.05 -5.75 1.71
C 2.70 -5.97 0.46
H -0.84 -5.66 4.66
H -1.20 -6.69 3.33
H -1.59 -5.03 3.18
H 2.08 -6.28 -0.38
H 3.58 -6.61 0.46
H 3.13 -5.01 0.16
```

energy	-3796.81204	a.u.
charge	0
Kohn-Sham gap	8.854	eV
2S+1	1

So, what does the Mulliken scheme give us? The charges, in e, come out as:
1 C -0.89
2 S 0.46
3 O -0.66
4 C -0.93
5 H 0.19
6 H 0.37
7 H 0.40
8 H 0.39
9 H 0.26
10 H 0.28
11 C -0.81
12 S 0.76
13 O -0.73
14 C -0.96
15 H 0.31
16 H 0.21
17 H 0.36
18 H 0.06
19 H 0.46
20 H 0.37
21 C -0.79
22 S 0.53
23 O -0.68
24 C -0.88
25 H 0.28
26 H 0.21
27 H 0.35
28 H 0.40
29 H 0.20
30 H 0.29
31 C -1.09
32 S 0.83
33 O -0.65
34 C -0.62
35 H 0.29
36 H 0.34
37 H 0.37
38 H 0.39
39 H -0.19
40 H 0.41
41 C -0.82
42 S 0.44
43 O -0.49
44 C -1.14
45 H 0.44
46 H 0.36
47 H 0.00
48 H 0.30
49 H 0.32
50 H 0.53
51 C -1.10
52 O 0.20
53 C 0.59
54 O -0.57
55 O -0.22
56 C -0.75
57 H 0.00
58 H 0.62
59 H 0.51
60 H 0.23
61 H 0.24
62 H 0.37
63 C -0.70
64 O -0.29
65 C 0.84
66 O -0.63
67 O -0.25
68 C -0.54
69 H 0.28
70 H 0.34
71 H 0.22
72 H 0.50
73 H -0.16
74 H 0.39
75 C -0.68
76 O -0.25
77 C 0.85
78 O -0.58
79 O -0.32
80 C -0.58
81 H 0.25
82 H 0.35
83 H 0.25
84 H 0.34
85 H 0.34
86 H 0.10

***

A molecular structure, C52H55ClCuN8O7S2 at a distorted geometry. Source: the Open Molecules 2025 dataset; level of theory: ωB97M-V with the def2-TZVPD basis set.

Geometry as XYZ:
```
126
Properties=species:S:1:pos:R:3
Cu -1.72 -0.19 -1.40
C -2.63 6.54 1.27
C -2.83 5.04 1.21
C -2.63 4.35 0.02
C -2.83 2.97 -0.04
C -3.23 2.28 1.09
C -3.44 2.97 2.29
C -3.23 4.33 2.34
S -3.54 0.53 1.09
O -2.48 -0.13 1.82
O -4.86 0.36 1.64
N -3.44 0.05 -0.45
C -4.53 0.27 -1.32
C -5.76 0.84 -1.05
C -6.76 0.93 -2.04
C -6.57 0.47 -3.31
C -5.31 -0.07 -3.65
C -4.98 -0.50 -4.96
C -3.72 -0.97 -5.23
C -2.77 -1.01 -4.19
N -3.07 -0.63 -2.97
C -4.31 -0.17 -2.67
H -2.09 6.90 0.40
H -2.09 6.82 2.17
H -3.60 7.04 1.29
H -2.32 4.88 -0.87
H -2.68 2.45 -0.98
H -3.76 2.42 3.16
H -3.39 4.86 3.27
H -5.98 1.20 -0.06
H -7.71 1.37 -1.77
H -7.35 0.55 -4.07
H -5.72 -0.42 -5.74
H -3.44 -1.28 -6.22
H -1.75 -1.33 -4.37
C 3.26 5.18 -3.72
C 2.76 3.76 -3.64
C 1.88 3.25 -4.59
C 1.37 1.96 -4.48
C 1.76 1.17 -3.41
C 2.66 1.65 -2.46
C 3.16 2.93 -2.59
S 0.89 -0.35 -3.11
O 0.84 -1.11 -4.33
O 1.50 -1.00 -1.98
O -0.51 0.16 -2.81
H 3.06 5.62 -4.70
H 4.33 5.24 -3.53
H 2.75 5.80 -2.97
H 1.57 3.88 -5.42
H 0.68 1.57 -5.21
H 2.96 1.00 -1.65
H 3.86 3.31 -1.86
C 3.20 -2.42 1.50
C 3.84 -1.07 1.81
C 5.32 -1.29 2.12
C 3.77 -0.22 0.54
C 3.13 -0.43 3.05
O 3.17 -1.38 4.15
C 3.79 0.84 3.64
C 3.72 2.21 2.93
C 4.90 2.60 2.06
C 6.21 2.51 2.51
C 7.27 2.92 1.72
C 7.02 3.45 0.47
Cl 8.34 4.00 -0.52
C 5.73 3.55 -0.01
C 4.68 3.12 0.79
C 1.59 -0.32 2.93
N 0.98 0.20 1.72
C 0.16 -0.46 0.89
N -0.34 0.39 0.01
C 0.21 1.58 0.37
N 1.00 1.52 1.40
H 3.84 -2.98 0.81
H 2.23 -2.30 1.00
H 3.07 -3.02 2.40
H 5.79 -1.79 1.27
H 5.49 -1.92 3.00
H 5.85 -0.34 2.26
H 4.20 -0.80 -0.28
H 4.35 0.70 0.63
H 2.75 0.02 0.24
H 4.07 -1.44 4.46
H 4.83 0.59 3.84
H 3.30 0.94 4.61
H 3.66 2.96 3.72
H 2.81 2.29 2.35
H 6.42 2.13 3.51
H 8.29 2.84 2.08
H 5.55 3.96 -1.00
H 3.66 3.18 0.42
H 1.23 0.27 3.77
H 1.20 -1.33 3.04
H -0.04 -1.52 0.91
H 0.02 2.50 -0.16
C 1.27 -5.92 1.81
C -0.13 -5.40 1.94
C -0.42 -4.24 2.66
C -1.72 -3.75 2.76
C -2.76 -4.43 2.14
N -4.08 -3.96 2.24
C -5.12 -4.07 1.35
O -6.28 -4.01 1.70
N -4.80 -4.23 0.01
C -3.63 -3.87 -0.70
C -3.30 -4.51 -1.89
C -2.11 -4.19 -2.53
C -1.30 -3.21 -1.98
N -1.63 -2.54 -0.87
C -2.76 -2.88 -0.24
C -2.48 -5.61 1.45
C -1.19 -6.06 1.34
H 1.81 -5.83 2.75
H 1.82 -5.36 1.05
H 1.27 -6.97 1.51
H 0.38 -3.70 3.16
H -1.93 -2.84 3.30
H -4.36 -3.53 3.11
H -5.61 -4.45 -0.55
H -3.96 -5.27 -2.29
H -1.82 -4.70 -3.44
H -0.35 -2.94 -2.44
H -2.98 -2.33 0.67
H -3.29 -6.17 1.00
H -1.00 -6.98 0.79
```

relative energy (zero: lowest compared OMol25 entry of this formula, charge and spin)	0.0	kcal/mol
energy	-5876.44636	a.u.
charge	0
Kohn-Sham gap (alpha / beta)	8.051 / 7.671	eV
2S+1	2

Here are the Mulliken charges for atoms 1 to 99, given in e:
1 Cu 0.70
2 C -1.59
3 C 0.99
4 C -0.94
5 C -0.64
6 C 0.66
7 C -0.88
8 C -0.79
9 S 0.54
10 O -0.48
11 O -0.71
12 N 1.49
13 C -0.49
14 C -0.94
15 C -0.91
16 C -0.96
17 C 1.15
18 C -0.65
19 C -1.24
20 C -0.10
21 N 1.55
22 C -0.17
23 H 0.36
24 H 0.39
25 H 0.31
26 H 0.41
27 H 0.21
28 H 0.50
29 H 0.40
30 H 0.57
31 H 0.42
32 H 0.43
33 H 0.43
34 H 0.47
35 H 0.49
36 C -1.44
37 C 0.77
38 C -0.81
39 C -0.94
40 C -0.72
41 C -0.02
42 C 0.04
43 S 1.61
44 O -0.74
45 O -0.64
46 O -1.15
47 H 0.38
48 H 0.36
49 H 0.30
50 H 0.35
51 H 0.44
52 H 0.51
53 H -0.19
54 C -2.15
55 C 3.44
56 C -2.15
57 C -1.35
58 C 2.11
59 O -0.68
60 C -2.13
61 C -0.43
62 C 0.28
63 C -0.33
64 C -0.79
65 C 0.09
66 Cl -0.24
67 C -0.96
68 C 0.19
69 C -2.48
70 N 1.20
71 C -0.75
72 N 2.14
73 C -1.82
74 N -0.85
75 H 0.52
76 H -0.09
77 H 0.51
78 H 0.46
79 H 0.47
80 H 0.39
81 H 0.74
82 H 0.21
83 H -0.60
84 H 0.55
85 H 0.79
86 H 0.33
87 H 0.53
88 H 0.04
89 H 0.45
90 H 0.41
91 H 0.56
92 H 0.39
93 H 0.42
94 H 0.24
95 H 0.69
96 H 0.77
97 C -1.46
98 C 0.76
99 C -0.50

***

Look up the charge of the third one.
0

***

The lowest energy belongs to which entry?
C52H55ClCuN8O7S2

***

Look up the charge of the first one.
0